Entry from the OMol25 dataset: a 2-piece molecular cluster, C3H11N2O2 overall (ωB97M-V/def2-TZVPD).

The geometry in XYZ format:
```
18
Properties=species:S:1:pos:R:3:forces:R:3:lowdin_charge:R:1
N 0.272 -1.194 -1.699 -0.06 0.00 -3.69 0.166
C -0.303 -0.248 -0.765 3.69 0.68 4.32 -0.106
C -0.647 -1.043 0.490 -0.59 -2.84 -0.51 -0.455
N -0.966 -0.564 1.696 1.13 1.12 -2.27 0.025
C -0.890 0.857 2.007 0.94 0.50 1.61 -0.066
O -0.580 -2.256 0.256 -0.08 -0.09 0.91 0.029
H -0.502 -1.484 -2.365 1.14 -0.51 1.18 0.205
H 0.741 -2.024 -1.237 -1.06 0.88 -0.33 0.196
H 0.926 -0.691 -2.367 -0.45 -0.54 1.22 0.192
H 0.595 0.347 -0.380 -1.39 -0.24 -0.97 0.121
H -1.063 0.343 -1.128 -1.56 1.21 -1.12 0.123
H -1.129 -1.238 2.423 0.01 -0.18 0.09 0.159
H -1.737 0.828 2.788 1.26 1.92 -1.31 0.124
H -0.868 1.539 1.083 -1.22 -1.15 1.41 0.098
H 0.144 1.185 2.474 -2.00 -1.01 -0.35 0.119
H 2.779 1.910 -1.180 4.28 2.52 -0.07 -0.012
H 1.250 2.206 -0.944 2.26 -1.17 -0.61 0.112
O 1.978 1.527 -1.153 -6.30 -1.11 0.50 -0.031
```
Forces are in eV/Å.

## Properties
- energy above the lowest of the compared OMol25 structures with the same formula, charge and spin (kJ/mol) = 259.3
- Kohn-Sham gap (eV) = 10.338
- LUMO (eV) = -3.36
- charge = +1

Entry from the OMol25 dataset: C6H10O in the gas phase (ωB97M-V/def2-TZVPD).

The geometry in XYZ format:
```
17
Properties=species:S:1:pos:R:3:forces:R:3:lowdin_charge:R:1
C 2.609 0.396 -0.157 -0.02 -0.23 1.09 -0.016
C 1.752 -0.212 -0.912 -5.04 -1.46 -1.67 -0.064
C 0.118 -0.267 -0.656 3.99 1.13 0.20 -0.487
O -0.406 -1.336 -1.346 -1.37 -0.59 0.14 0.007
C -0.614 1.046 -0.664 -1.15 -0.82 0.21 -0.034
C -0.487 0.182 0.627 -0.89 1.06 0.68 -0.238
C -1.680 -0.429 1.404 -2.27 -1.07 -2.23 -0.069
H 3.620 0.225 -0.450 0.85 0.72 0.40 0.050
H 2.231 0.806 0.793 0.87 0.03 -0.44 0.066
H 1.912 -0.709 -1.902 0.41 0.44 1.08 0.115
H -1.288 -1.561 -0.959 1.07 0.23 -0.49 0.107
H -1.494 0.953 -1.308 -0.16 0.09 0.62 0.109
H -0.251 2.059 -0.611 0.71 -0.16 -0.25 0.098
H 0.212 0.667 1.333 -0.27 -0.40 -0.57 0.121
H -2.698 0.110 1.324 1.72 -0.28 -0.39 0.093
H -1.544 -0.427 2.461 0.61 -0.46 0.69 0.042
H -1.993 -1.503 1.025 0.94 1.77 0.93 0.099
```
Forces are in eV/Å.

## Properties
- energy above the lowest of the compared OMol25 structures with the same formula, charge and spin (kJ/mol) = 237.3
- Kohn-Sham gap (eV) = 10.109
- LUMO (eV) = 0.92

Entry from the OMol25 dataset: C14H2Cl5F3N2O10SV as an isolated structure (ωB97M-V/def2-TZVPD).

The geometry in XYZ format:
```
38
Properties=species:S:1:pos:R:3:forces:R:3:lowdin_charge:R:1
V -0.099 0.790 -0.088 -0.81 -0.29 0.52 1.111
O -0.193 0.884 3.789 -0.01 0.12 0.11 0.242
C -0.078 1.415 2.749 0.05 -0.50 -0.69 -0.357
O 0.128 0.593 1.580 0.23 0.33 0.56 -0.179
C -0.085 2.855 2.424 -0.04 0.21 0.37 -0.028
C 0.008 3.733 3.502 -0.02 0.05 -0.17 0.121
C 0.006 5.088 3.248 -0.01 -0.01 -0.01 -0.075
C -0.084 5.606 1.971 -0.03 -0.14 -0.03 0.127
C -0.191 4.731 0.904 -0.11 0.15 0.19 -0.009
C -0.198 3.355 1.130 0.03 -0.14 -0.56 -0.133
O -0.314 2.484 0.077 0.25 -0.02 0.18 -0.141
N -0.280 5.327 -0.454 0.49 -0.19 -0.02 -0.323
O -0.046 6.507 -0.532 -0.18 0.03 0.00 0.136
O -0.515 4.580 -1.379 -0.16 0.05 0.05 0.096
N 0.111 6.028 4.392 0.09 -0.02 0.03 -0.342
O 0.231 5.530 5.488 -0.04 0.06 -0.06 0.120
O 0.077 7.208 4.129 -0.02 -0.05 0.02 0.125
H 0.086 3.355 4.512 -0.01 0.02 0.01 0.153
H -0.073 6.673 1.797 0.00 -0.01 0.02 0.148
F 4.170 0.667 -1.773 -0.01 0.06 0.01 0.201
C 2.922 1.012 -2.001 0.19 -0.13 0.02 -0.672
F 2.733 1.298 -3.268 -0.03 -0.02 -0.02 0.206
F 2.586 2.056 -1.242 -0.06 -0.01 0.02 0.156
S 1.837 -0.412 -1.519 -0.74 0.34 0.03 0.703
O 0.430 0.190 -1.780 0.62 -0.01 -0.69 -0.376
O 2.176 -1.547 -2.273 0.03 -0.07 0.10 -0.138
O 1.774 -0.414 -0.045 -0.06 0.16 -0.02 -0.273
Cl -2.081 1.820 -2.235 0.04 -0.08 0.21 0.839
C -2.753 0.688 -1.125 -0.27 0.09 -0.16 -0.643
C -1.952 0.102 -0.142 0.53 0.05 -0.10 -0.204
C -2.465 -0.910 0.681 -0.15 -0.12 0.11 -0.649
Cl -1.474 -1.800 1.758 0.02 0.06 -0.07 0.822
C -3.817 -1.237 0.592 -0.01 -0.03 0.02 -0.690
Cl -4.484 -2.431 1.617 0.04 0.04 -0.04 0.754
C -4.635 -0.590 -0.344 -0.03 0.04 -0.02 -0.672
Cl -6.290 -0.975 -0.432 0.09 0.00 0.00 0.778
C -4.102 0.360 -1.224 0.06 0.01 0.04 -0.693
Cl -5.091 1.110 -2.396 0.05 -0.02 0.02 0.759
```
Forces are in eV/Å.

## Properties
- energy above the lowest of the compared OMol25 structures with the same formula, charge and spin (kJ/mol) = 20.9
- Kohn-Sham gap (eV) = 5.997
- LUMO (eV) = -6.77
- charge = +1

Entry from the OMol25 dataset: C2H8N3P in the gas phase (ωB97M-V/def2-TZVPD).

The geometry in XYZ format:
```
14
Properties=species:S:1:pos:R:3:forces:R:3:lowdin_charge:R:1
C 2.066 -0.505 -1.608 3.39 0.95 1.93 -0.106
C 1.099 0.072 -0.631 0.80 -0.82 0.90 -0.482
N -0.130 -0.011 -0.704 -3.41 1.37 0.83 -0.088
P -1.166 1.114 0.856 -0.42 -0.82 -3.48 0.769
N -2.738 0.490 0.636 -0.65 1.61 -0.52 -0.248
N -0.697 0.187 2.112 3.28 -1.22 1.00 -0.262
H 2.594 -1.498 -1.310 -0.84 1.92 -0.27 0.107
H 1.640 -0.593 -2.521 -1.67 -0.80 -2.80 0.010
H 2.823 0.361 -1.801 -0.64 -1.75 0.58 0.102
H 1.536 0.491 0.263 0.85 0.66 0.52 0.058
H -3.483 1.124 0.231 1.59 -1.21 0.62 0.052
H -2.834 -0.470 0.340 -0.04 -0.03 -0.09 0.021
H 0.332 -0.018 1.934 -1.26 0.74 0.76 0.042
H -1.042 -0.745 2.203 -0.96 -0.60 0.01 0.025
```
Forces are in eV/Å.

## Properties
- energy above the lowest of the compared OMol25 structures with the same formula, charge and spin (kJ/mol) = 90.7
- Kohn-Sham gap (eV) = 9.067
- LUMO (eV) = 1.17

Entry from the OMol25 dataset: C5H13HgO2 as an isolated structure (ωB97M-V/def2-TZVPD).

The geometry in XYZ format:
```
21
Properties=species:S:1:pos:R:3:forces:R:3:lowdin_charge:R:1
C -2.365 0.706 -1.462 -0.48 0.09 -0.04 -0.116
O -1.171 0.168 -0.941 -1.44 -0.94 1.40 -0.481
C -1.364 -0.783 0.126 -0.56 0.62 0.10 -0.215
H -2.096 1.366 -2.296 -0.03 -0.22 0.28 0.084
H -3.036 -0.089 -1.829 0.23 0.18 0.07 0.096
H -2.895 1.285 -0.688 0.10 -0.09 -0.20 0.093
H -1.873 -0.249 0.948 0.05 -0.15 -0.11 0.129
H -2.037 -1.594 -0.199 0.25 0.21 -0.10 0.131
C 2.491 1.324 0.876 0.35 0.30 0.22 -0.115
O 1.559 0.420 0.322 0.36 -0.22 1.58 -0.459
C 0.904 -0.380 1.292 0.00 -0.03 0.43 -0.231
C -0.054 -1.356 0.634 0.17 -0.34 -0.31 -0.175
H 2.952 1.882 0.052 -0.22 -0.18 0.17 0.079
H 1.992 2.029 1.560 0.13 -0.17 -0.15 0.096
H 3.280 0.781 1.423 -0.21 0.11 -0.10 0.095
H 0.363 0.273 2.000 0.11 -0.11 -0.11 0.134
H 1.667 -0.938 1.862 -0.18 0.11 -0.10 0.130
H -0.306 -2.117 1.386 -0.03 0.17 -0.14 0.127
H 0.459 -1.894 -0.180 -0.09 0.16 0.20 0.104
Hg 0.869 0.437 -1.816 1.34 -0.42 -3.89 0.606
H 0.661 -1.271 -3.071 0.18 0.92 0.81 -0.112
```
Forces are in eV/Å.

## Properties
- Kohn-Sham gap (spin up / spin down) (eV) = 6.546 / 7.936
- <S²> = 0.767
- 2S+1 = 2
- LUMO (spin up / spin down) (eV) = 0.73 / 0.07

Entry from the OMol25 dataset: a 2-piece molecular cluster, C3H10N2O overall (ωB97M-V/def2-TZVPD).

The geometry in XYZ format:
```
16
Properties=species:S:1:pos:R:3:forces:R:3:lowdin_charge:R:1
C -0.972 0.489 2.074 0.26 0.29 -0.48 -0.050
C -0.025 0.228 0.936 -0.57 -0.66 -0.62 -0.429
N 0.500 1.369 0.383 0.34 0.93 0.38 0.099
C 0.129 -0.993 0.411 0.21 -0.40 0.23 -0.199
N 1.014 -1.384 -0.661 -0.04 0.54 0.33 0.002
H -1.596 1.327 1.776 -0.31 0.11 0.14 0.076
H -1.606 -0.360 2.296 0.07 -0.14 0.06 0.076
H -0.410 0.793 2.955 -0.01 -0.06 0.19 0.079
H 0.371 2.232 0.880 0.07 -0.04 -0.02 0.087
H 1.142 1.424 -0.383 -0.02 -0.34 -0.05 0.083
H -0.467 -1.816 0.782 0.09 0.06 0.20 0.099
H 1.511 -0.580 -1.033 0.00 -0.07 -0.06 0.056
H 1.733 -1.980 -0.264 -0.03 -0.19 -0.21 0.074
O -0.591 0.210 -2.625 0.06 0.19 0.08 -0.069
H -1.189 -0.249 -3.217 -0.06 -0.08 -0.08 0.031
H -0.403 -0.422 -1.919 -0.06 -0.14 -0.12 -0.015
```
Forces are in eV/Å.

## Properties
- energy above the lowest of the compared OMol25 structures with the same formula, charge and spin (kJ/mol) = 107.1
- Kohn-Sham gap (eV) = 8.446
- LUMO (eV) = 0.99

Results for maximum force: 0.125 0.107 0.019 0.078 0.080 0.021 (in Eh/bohr, following the order of the records).